Record 1
DFT (ωB97M-V/def2-TZVPD) results for C14H12CuF6N3O6S2 as an isolated structure at a distorted geometry.

Computed properties:
⟨S²⟩: 0.752
HOMO energy (alpha / beta): -0.4756 / -0.4753 hartree
Gap between HOMO and LUMO (alpha / beta): 8.875 / 8.163 eV

```
! RIJCOSX wB97M-V def2-TZVPD def2/J DEFGRID3
* xyz 1 2
Cu 0.36 -0.24 -0.15
O 5.33 4.03 1.46
C 5.25 2.79 2.12
C 4.11 1.99 1.58
C 3.87 0.68 2.02
C 2.81 -0.02 1.49
N 2.01 0.52 0.59
C 2.20 1.76 0.14
C 3.25 2.52 0.62
C 1.23 2.23 -0.86
C 1.33 3.45 -1.51
C 0.37 3.84 -2.44
C 0.55 5.13 -3.21
O 1.59 5.92 -2.72
C -0.70 2.98 -2.67
C -0.73 1.76 -2.00
N 0.21 1.40 -1.14
H 6.06 4.54 1.82
H 5.10 2.93 3.20
H 6.17 2.21 1.99
H 4.51 0.21 2.75
H 2.59 -1.04 1.79
H 3.44 3.53 0.29
H 2.17 4.12 -1.33
H -0.40 5.67 -3.26
H 0.83 4.85 -4.23
H 1.26 6.62 -2.15
H -1.49 3.24 -3.35
H -1.53 1.05 -2.15
F -1.39 -1.44 4.53
C -0.78 -1.77 3.41
F 0.35 -1.06 3.33
F -0.45 -3.06 3.47
S -1.86 -1.43 1.89
O -1.22 -0.25 1.29
O -3.19 -1.28 2.32
N -1.61 -2.70 0.97
S -0.44 -2.51 -0.03
O -0.70 -1.65 -1.16
O 0.79 -2.08 0.62
C -0.10 -4.24 -0.65
F 0.01 -5.06 0.37
F 1.05 -4.22 -1.32
F -1.05 -4.66 -1.46
*
```

Record 2
DFT (ωB97M-V/def2-TZVPD) results for C29H38CoNO2P2Si as an isolated structure at a distorted geometry.

Computed properties:
⟨S²⟩: 3.766
HOMO energy (alpha / beta): -0.3255 / -0.4113 hartree
Gap between HOMO and LUMO (alpha / beta): 6.169 / 7.475 eV

```
! RIJCOSX wB97M-V def2-TZVPD def2/J DEFGRID3
* xyz 1 4
Co 0.04 0.71 -0.67
P 1.76 1.46 0.44
C 2.36 2.81 -0.68
C 1.93 2.61 -2.10
N 0.91 1.78 -2.31
C 0.41 1.59 -3.54
C 0.95 2.23 -4.66
C 2.00 3.13 -4.47
C 2.49 3.30 -3.17
C -0.84 0.74 -3.66
P -1.58 0.49 -1.97
H 3.30 3.98 -2.96
H 0.46 2.06 -5.65
H 2.45 3.63 -5.33
H -1.58 1.24 -4.31
H -0.65 -0.25 -4.10
H 1.89 3.63 -0.27
H 3.43 3.05 -0.64
H -0.11 4.12 0.32
O 0.08 4.85 -0.22
H 0.29 5.38 0.63
H -0.83 1.23 0.89
O -1.05 2.28 0.88
H -1.82 2.80 1.24
C -2.62 1.94 -1.67
H -3.00 2.36 -2.62
H -3.46 1.60 -1.04
H -2.05 2.68 -1.08
C -2.69 -0.87 -2.32
H -3.39 -0.98 -1.48
H -3.24 -0.68 -3.26
H -2.11 -1.80 -2.39
C 3.31 0.52 0.32
H 4.09 1.14 0.80
H 3.07 -0.42 0.82
H 3.51 0.41 -0.76
C 1.71 2.30 2.09
H 1.70 1.51 2.84
H 2.58 2.97 2.22
H 0.75 2.84 2.15
C 2.72 -4.06 -0.85
C 1.93 -3.28 -1.71
C 1.05 -2.32 -1.19
C 0.94 -2.14 0.20
C 1.68 -2.96 1.06
C 2.59 -3.89 0.53
Si -0.33 -0.82 0.86
C -2.00 -1.75 0.72
C -3.16 -1.04 1.05
C -4.42 -1.67 0.94
C -4.51 -3.00 0.52
C -3.34 -3.70 0.22
C -2.09 -3.09 0.34
C -0.06 -0.88 2.77
C -1.09 -1.16 3.67
C -0.88 -1.17 5.06
C 0.40 -0.91 5.57
C 1.47 -0.70 4.69
C 1.23 -0.72 3.31
H 3.40 -4.80 -1.25
H 1.99 -3.42 -2.79
H 0.46 -1.71 -1.89
H 1.55 -2.89 2.14
H 3.19 -4.49 1.22
H -3.11 0.00 1.38
H -5.32 -1.12 1.21
H -5.48 -3.50 0.45
H -3.39 -4.74 -0.10
H -1.18 -3.65 0.14
H -2.09 -1.41 3.28
H -1.71 -1.38 5.74
H 0.57 -0.91 6.65
H 2.48 -0.51 5.07
H 2.09 -0.59 2.63
*
```

Record 3
DFT (ωB97M-V/def2-TZVPD) results for a 16-piece molecular cluster, C48H96O32 overall at a distorted geometry.

Computed properties:
Energy above the lowest of the compared OMol25 structures with the same formula, charge and spin: 0.000 eV
HOMO energy: -0.3356 hartree
Gap between HOMO and LUMO: 9.523 eV

```
! RIJCOSX wB97M-V def2-TZVPD def2/J DEFGRID3
* xyz 0 1
C -1.91 -5.10 3.37
O -2.74 -6.22 3.64
C -3.67 -6.09 4.61
O -3.95 -5.08 5.17
O -4.26 -7.27 4.84
C -3.62 -8.47 4.44
H -1.31 -4.85 4.24
H -2.49 -4.21 3.15
H -1.27 -5.34 2.53
H -4.06 -9.28 5.02
H -2.54 -8.46 4.57
H -3.78 -8.66 3.37
C 1.22 2.92 3.36
O 0.31 2.20 4.19
C 0.47 2.37 5.50
O 1.34 3.00 6.04
O -0.51 1.71 6.13
C -0.47 1.81 7.56
H 1.11 2.65 2.32
H 2.25 2.73 3.65
H 1.00 3.99 3.41
H -0.52 2.86 7.85
H 0.49 1.42 7.92
H -1.33 1.27 7.92
C 7.35 3.03 -5.26
O 7.03 2.80 -3.89
C 5.87 2.19 -3.66
O 5.05 1.91 -4.50
O 5.77 1.98 -2.36
C 4.71 1.14 -1.91
H 8.26 3.62 -5.23
H 6.61 3.68 -5.73
H 7.44 2.09 -5.79
H 3.96 1.01 -2.68
H 4.24 1.64 -1.07
H 5.12 0.19 -1.57
C 0.07 8.61 1.23
O 0.21 7.52 0.33
C -0.28 6.34 0.73
O -0.65 6.09 1.85
O -0.26 5.51 -0.30
C -0.62 4.16 -0.01
H 0.90 9.28 1.05
H 0.11 8.31 2.27
H -0.88 9.12 1.03
H -1.70 4.07 0.12
H -0.13 3.83 0.90
H -0.25 3.54 -0.81
C -3.41 2.86 -6.45
O -3.06 3.25 -5.12
C -2.98 2.26 -4.23
O -3.08 1.09 -4.47
O -2.77 2.82 -3.05
C -2.63 1.97 -1.92
H -3.45 3.79 -7.02
H -4.37 2.36 -6.46
H -2.64 2.22 -6.88
H -3.23 2.25 -1.06
H -1.59 2.01 -1.60
H -2.85 0.92 -2.13
C 3.77 -2.17 -4.87
O 2.49 -1.55 -4.97
C 1.84 -1.38 -3.81
O 2.29 -1.66 -2.72
O 0.67 -0.85 -4.08
C -0.18 -0.50 -2.99
H 4.39 -1.63 -4.16
H 4.23 -2.08 -5.85
H 3.69 -3.23 -4.64
H -1.02 0.05 -3.39
H 0.36 0.07 -2.23
H -0.51 -1.42 -2.50
C 2.03 0.78 0.31
O 1.06 -0.25 0.34
C -0.18 0.01 0.68
O -0.68 1.09 0.82
O -0.81 -1.15 0.85
C -2.21 -1.09 1.08
H 3.01 0.35 0.22
H 2.07 1.30 1.27
H 1.81 1.53 -0.45
H -2.48 -0.50 1.95
H -2.54 -2.11 1.24
H -2.74 -0.69 0.21
C -7.36 2.09 1.33
O -6.41 2.34 2.35
C -5.18 2.66 1.94
O -4.86 2.88 0.80
O -4.38 2.68 3.00
C -3.01 3.00 2.70
H -7.06 1.27 0.69
H -7.51 2.98 0.71
H -8.29 1.86 1.85
H -2.61 2.33 1.94
H -2.47 2.79 3.62
H -2.90 4.06 2.48
C 4.89 4.74 -0.21
C 3.41 4.63 -0.50
O 2.67 4.07 0.27
C 2.91 5.21 -1.79
H 5.10 4.11 0.65
H 5.11 5.79 0.01
H 5.49 4.40 -1.05
H 2.94 6.31 -1.76
H 1.88 4.92 -1.92
H 3.54 5.01 -2.66
C -0.87 -1.57 6.80
C -1.35 -1.95 5.42
O -2.38 -2.54 5.24
C -0.51 -1.49 4.26
H -1.67 -1.67 7.53
H -0.44 -0.57 6.77
H -0.05 -2.25 7.08
H -0.84 -1.94 3.33
H 0.56 -1.69 4.34
H -0.56 -0.40 4.18
C 3.97 -4.24 -1.58
C 3.69 -3.94 -0.14
O 4.51 -4.17 0.72
C 2.40 -3.23 0.23
H 4.06 -3.30 -2.13
H 3.18 -4.81 -2.07
H 4.92 -4.76 -1.67
H 1.81 -2.94 -0.64
H 2.76 -2.32 0.72
H 1.80 -3.76 0.96
C -0.59 -4.80 0.01
C 0.19 -5.37 -1.15
O 0.96 -6.29 -1.05
C 0.05 -4.67 -2.49
H -0.02 -4.73 0.93
H -1.43 -5.47 0.24
H -0.95 -3.83 -0.32
H 0.92 -4.96 -3.08
H 0.00 -3.58 -2.41
H -0.86 -5.01 -3.00
C -5.62 -5.69 1.94
C -4.68 -5.44 0.78
O -3.82 -6.22 0.46
C -4.93 -4.15 0.04
H -5.51 -4.82 2.59
H -5.33 -6.57 2.51
H -6.65 -5.84 1.61
H -4.87 -4.36 -1.03
H -4.15 -3.42 0.29
H -5.91 -3.74 0.25
C 6.12 -0.25 2.00
C 5.26 0.62 2.88
O 4.70 1.60 2.46
C 5.23 0.26 4.35
H 7.12 -0.25 2.44
H 6.23 0.19 1.01
H 5.76 -1.28 2.01
H 4.31 0.62 4.80
H 6.03 0.84 4.82
H 5.41 -0.80 4.52
C -4.58 -1.70 -3.08
C -3.24 -2.36 -3.15
O -2.65 -2.75 -2.18
C -2.76 -2.69 -4.54
H -4.99 -1.70 -2.06
H -5.30 -2.25 -3.70
H -4.59 -0.67 -3.44
H -1.69 -2.88 -4.58
H -2.95 -1.83 -5.19
H -3.32 -3.52 -4.98
C 1.66 2.07 -5.22
C 1.06 2.89 -4.10
O 1.10 2.51 -2.96
C 0.38 4.18 -4.47
H 2.23 2.72 -5.88
H 0.86 1.57 -5.77
H 2.33 1.33 -4.80
H -0.68 4.09 -4.70
H 0.89 4.70 -5.28
H 0.45 4.86 -3.61
*
```

Record 4
DFT (ωB97M-V/def2-TZVPD) results for a 12-piece molecular cluster, H24O12 overall at a distorted geometry.

Computed properties:
Energy above the lowest of the compared OMol25 structures with the same formula, charge and spin: 2.067 eV
HOMO energy: -0.3670 hartree
Gap between HOMO and LUMO: 9.332 eV
SMILES: O.O.O.O.O.O.O.O.O.O.O.O

```
! RIJCOSX wB97M-V def2-TZVPD def2/J DEFGRID3
* xyz 0 1
O -1.79 0.61 1.33
H -1.67 1.03 2.15
H -2.23 1.27 0.78
O 0.22 -0.63 0.12
H 0.89 0.03 0.28
H -0.48 -0.14 0.52
O -0.73 -2.43 -1.83
H -0.50 -1.70 -1.32
H -1.32 -2.92 -1.22
O -1.45 1.22 -2.04
H -1.26 1.94 -1.45
H -0.64 0.79 -2.13
O -3.18 -0.86 -1.00
H -3.04 -1.60 -1.57
H -2.57 -0.15 -1.30
O -3.82 -1.46 1.80
H -3.15 -0.97 1.43
H -4.55 -0.86 1.81
O 1.37 0.51 -2.91
H 2.00 0.06 -2.37
H 1.55 0.11 -3.76
O 3.02 -0.64 -1.27
H 2.76 -1.04 -0.44
H 3.93 -0.31 -1.15
O 2.48 0.54 1.16
H 2.82 1.22 0.58
H 3.18 -0.09 1.42
O -0.92 -2.47 1.72
H -0.43 -2.01 1.03
H -0.94 -1.90 2.46
O 2.84 2.39 -0.72
H 1.85 2.50 -0.64
H 3.28 3.23 -0.63
O 0.61 1.25 3.20
H 1.16 1.34 2.38
H 0.72 2.13 3.61
*
```

Record 5
DFT (ωB97M-V/def2-TZVPD) results for a 2-piece molecular cluster, C3H7N3 overall at a distorted geometry.

Computed properties:
Energy above the lowest of the compared OMol25 structures with the same formula, charge and spin: 2.216 eV
HOMO energy: -0.3789 hartree
Gap between HOMO and LUMO: 10.321 eV
SMILES: [H]/N=C\N=C.C=N

```
! RIJCOSX wB97M-V def2-TZVPD def2/J DEFGRID3
* xyz 0 1
H -0.88 1.42 2.11
N -0.33 1.94 1.41
C -0.65 1.40 0.29
N -1.51 0.35 0.34
C -1.60 -0.36 -0.72
H -0.21 1.76 -0.66
H -1.04 -0.16 -1.65
H -2.27 -1.24 -0.74
C 1.74 -1.19 -0.44
N 1.62 -1.27 0.83
H 1.79 -2.09 -1.07
H 1.78 -0.21 -0.96
H 1.57 -0.34 1.26
*
```

Record 6
DFT (ωB97M-V/def2-TZVPD) results for C47H49AsBCl2IrN6PS as an isolated structure.

Computed properties:
Energy above the lowest of the compared OMol25 structures with the same formula, charge and spin: 0.214 eV
HOMO energy: -0.3741 hartree
Gap between HOMO and LUMO: 8.108 eV

```
! RIJCOSX wB97M-V def2-TZVPD def2/J DEFGRID3
* xyz 1 1
Ir -0.44 -0.18 -0.22
C -0.67 -3.36 1.90
C -1.81 -2.40 1.76
C -3.07 -2.59 2.34
C -3.80 -1.46 2.04
C -5.20 -1.09 2.42
N -3.02 -0.66 1.30
N -1.79 -1.22 1.12
B -3.14 0.83 0.99
N -1.94 1.57 1.65
N -0.65 1.35 1.26
C 0.13 2.19 1.94
C 1.61 2.26 1.73
C -0.66 2.96 2.80
C -1.96 2.54 2.58
C -3.22 3.02 3.22
N -3.07 1.06 -0.53
N -1.83 1.07 -1.12
C -1.88 1.93 -2.15
C -0.76 2.47 -2.97
C -3.18 2.41 -2.27
C -3.90 1.86 -1.23
C -5.32 2.09 -0.84
H -1.06 -4.33 2.19
H 0.02 -3.03 2.68
H -0.10 -3.49 0.98
H -3.39 -3.44 2.91
H -5.70 -1.96 2.84
H -5.77 -0.75 1.55
H -5.21 -0.30 3.16
H -4.16 1.25 1.42
H 1.89 1.84 0.77
H 2.14 1.73 2.52
H 1.93 3.30 1.75
H -0.33 3.72 3.48
H -2.98 3.78 3.97
H -3.75 2.21 3.72
H -3.89 3.47 2.49
H 0.19 2.50 -2.45
H -1.02 3.50 -3.23
H -0.63 1.92 -3.90
H -3.54 3.11 -3.01
H -5.85 2.57 -1.66
H -5.39 2.74 0.03
H -5.82 1.15 -0.59
Cl 1.33 -1.05 1.15
C 2.81 -0.80 0.22
C 3.97 -1.33 0.75
C 5.14 -1.19 0.03
C 5.12 -0.52 -1.19
C 3.94 0.00 -1.68
Cl 3.96 0.81 -3.20
C 2.73 -0.11 -0.98
S 1.27 0.59 -1.65
H 3.95 -1.85 1.70
H 6.07 -1.59 0.42
H 6.03 -0.40 -1.77
C -1.80 -3.19 -1.35
C -1.97 -4.40 -2.27
As -3.42 -4.32 -3.62
C -3.87 -6.22 -3.57
C -4.36 -6.73 -2.37
C -4.76 -8.06 -2.27
C -4.68 -8.89 -3.38
C -4.21 -8.39 -4.58
C -3.81 -7.06 -4.68
C -2.38 -4.29 -5.27
C -1.28 -5.12 -5.49
C -0.59 -5.07 -6.69
C -0.99 -4.18 -7.69
C -2.09 -3.37 -7.48
C -2.78 -3.43 -6.28
P -0.71 -1.81 -1.88
C 0.77 -2.70 -2.46
C 0.99 -3.04 -3.78
C 2.11 -3.79 -4.13
C 3.00 -4.22 -3.16
C 2.76 -3.92 -1.83
C 1.65 -3.17 -1.48
C -1.53 -1.08 -3.32
C -2.92 -1.04 -3.35
C -3.58 -0.42 -4.40
C -2.86 0.15 -5.44
C -1.47 0.12 -5.41
C -0.81 -0.48 -4.35
H -1.34 -3.53 -0.42
H -2.77 -2.77 -1.05
H -2.25 -5.25 -1.64
H -1.03 -4.68 -2.75
H -4.45 -6.09 -1.50
H -5.14 -8.44 -1.33
H -4.99 -9.92 -3.30
H -4.16 -9.03 -5.45
H -3.45 -6.69 -5.63
H -0.96 -5.82 -4.73
H 0.26 -5.72 -6.86
H -0.45 -4.15 -8.63
H -2.41 -2.69 -8.26
H -3.65 -2.79 -6.13
H 0.30 -2.75 -4.56
H 2.28 -4.04 -5.17
H 3.87 -4.80 -3.44
H 3.43 -4.27 -1.06
H 1.47 -2.95 -0.44
H -3.51 -1.47 -2.55
H -4.66 -0.40 -4.42
H -3.37 0.62 -6.27
H -0.90 0.57 -6.21
H 0.27 -0.45 -4.31
*
```

Record 7
DFT (ωB97M-V/def2-TZVPD) results for C5H8ClO3PS as an isolated structure at a distorted geometry.

Computed properties:
Energy above the lowest of the compared OMol25 structures with the same formula, charge and spin: 1.247 eV
HOMO energy: -0.0021 hartree
Gap between HOMO and LUMO: 5.371 eV

```
! RIJCOSX wB97M-V def2-TZVPD def2/J DEFGRID3
* xyz -2 1
C -1.43 -0.09 -0.64
C -0.67 -0.38 0.40
C -2.86 0.44 -0.84
C 1.52 1.50 1.93
C 1.18 -0.89 0.19
O 2.45 -0.20 -1.94
O 0.24 -1.45 -2.46
O 2.15 -2.75 -1.35
P 1.49 -1.41 -1.60
S 1.92 0.80 0.15
Cl -1.21 -0.38 2.07
H -0.93 -0.40 -1.56
H -3.10 0.78 -1.84
H -2.96 1.32 -0.16
H -3.57 -0.37 -0.55
H 2.15 2.39 2.23
H 1.69 0.83 2.81
H 0.51 1.83 2.19
H 1.45 -1.55 0.97
*
```

Record 8
DFT (ωB97M-V/def2-TZVPD) results for a 2-piece molecular cluster, C3H4N2S overall at a distorted geometry.

Computed properties:
Energy above the lowest of the compared OMol25 structures with the same formula, charge and spin: 5.073 eV
HOMO energy (alpha / beta): -0.3108 / -0.3109 hartree
Gap between HOMO and LUMO (alpha / beta): 8.192 / 8.197 eV

```
! RIJCOSX wB97M-V def2-TZVPD def2/J DEFGRID3
* xyz 0 1
C -1.33 -1.54 -0.17
C 2.02 0.21 0.63
C 0.81 0.60 0.57
N -2.17 -1.60 0.62
N -1.25 0.95 -1.01
S -0.57 1.44 0.30
H 2.24 -0.53 1.44
H 2.82 0.65 -0.07
H -2.04 1.42 -1.38
H -0.53 -1.60 -0.94
*
```

Calculated molecular weight in order - 559.93; 581.60; 1185.26; 216.18; 85.11; 1109.85; 214.61; 100.15 g mol⁻¹